Record 1
A structure of composition C28H26Cl7N6O5PSW, computed with ωB97M-V with the def2-TZVPD basis set.

```
75
Properties=species:S:1:pos:R:3
W 0.55 -0.47 -0.18
Cl 4.44 -0.52 -5.97
C 3.97 -0.47 -4.31
C 2.65 -0.75 -3.99
C 2.26 -0.69 -2.66
N 0.99 -0.97 -2.11
C -0.03 -1.45 -2.89
O -0.16 -1.31 -4.09
C -1.03 -2.23 -2.10
C -1.97 -3.02 -2.73
C -2.87 -3.73 -1.95
C -2.79 -3.60 -0.58
C -1.82 -2.78 -0.03
N -0.93 -2.11 -0.77
C 3.18 -0.38 -1.67
C 4.50 -0.11 -1.98
C 4.89 -0.16 -3.31
Cl 6.53 0.19 -3.70
N 2.57 -0.42 -0.40
C 3.34 -0.37 0.75
O 4.44 0.11 0.89
C 2.67 -1.13 1.84
C 3.33 -1.50 2.99
C 2.67 -2.31 3.90
C 1.38 -2.73 3.60
C 0.78 -2.30 2.43
N 1.41 -1.49 1.57
H 1.95 -0.98 -4.78
H -1.97 -3.06 -3.81
H -3.61 -4.37 -2.41
H -3.46 -4.14 0.07
H -1.75 -2.66 1.04
H 5.22 0.15 -1.23
H 4.35 -1.16 3.14
H 3.15 -2.64 4.81
H 0.84 -3.40 4.26
H -0.21 -2.61 2.16
Cl 0.68 0.88 3.34
C 0.92 2.02 2.04
C 1.01 1.59 0.70
C 1.30 2.64 -0.19
Cl 1.57 2.29 -1.86
C 1.39 3.99 0.17
Cl 1.69 5.21 -1.00
C 1.21 4.36 1.51
Cl 1.26 6.00 1.97
C 0.99 3.36 2.45
Cl 0.76 3.80 4.10
N -3.54 -0.94 4.01
C -2.21 -0.30 3.73
P -2.33 0.32 1.98
O -3.73 -0.06 1.61
O -1.19 -0.15 1.10
C -2.22 2.15 2.12
N -1.78 2.76 0.82
H -3.47 -1.95 4.16
H -4.10 -0.76 3.13
H -4.01 -0.54 4.82
H -1.41 -1.03 3.84
H -2.03 0.50 4.44
H -1.49 2.45 2.88
H -3.20 2.55 2.38
H -0.99 2.22 0.42
H -1.44 3.72 0.96
H -2.53 2.78 0.13
C -3.22 0.53 -2.88
S -1.93 1.59 -2.25
C -1.10 1.93 -3.79
O -1.06 0.69 -1.40
H -3.92 1.14 -3.45
H -3.73 0.09 -2.02
H -2.77 -0.24 -3.51
H -1.85 2.34 -4.47
H -0.69 0.99 -4.18
H -0.32 2.66 -3.62
```

Output
lowest unoccupied orbital energy (spin up / spin down)	-5.76 / -5.99	eV
charge	+2
frontier orbital gap (spin up / spin down)	6.2 / 6.0	eV

=====

Record 2
A cluster of 2 separate species, C28H26ClN3O4S in total, computed with ωB97M-V with the def2-TZVPD basis set.

```
63
Properties=species:S:1:pos:R:3
O -6.18 -3.07 3.10
N -5.58 -1.97 3.10
O -6.16 -0.87 2.93
C -4.17 -1.97 3.33
C -3.48 -0.75 3.41
C -2.10 -0.75 3.64
C -1.41 -1.97 3.79
S 0.38 -1.95 4.08
C 1.03 -2.16 2.51
Cl 2.63 -1.81 2.23
O 0.68 -0.62 4.55
O 0.62 -3.10 4.94
C -2.11 -3.18 3.71
C -3.49 -3.19 3.47
H -4.03 0.18 3.30
H -1.58 0.19 3.73
H 0.53 -2.81 1.80
H -1.60 -4.13 3.84
H -4.04 -4.12 3.40
C 0.65 3.65 1.51
C -0.04 2.76 0.57
N -1.39 2.69 0.50
C -2.29 3.47 1.34
C -1.79 1.80 -0.50
C -0.61 1.32 -1.13
C -0.75 0.53 -2.26
C -2.02 0.11 -2.66
C -3.18 0.55 -1.99
C -3.07 1.43 -0.90
C 0.52 1.89 -0.41
C 1.88 1.71 -0.67
C 2.47 0.80 -1.57
C 3.47 1.11 -2.53
C 4.13 2.39 -2.77
N 3.70 0.01 -3.29
C 4.63 -0.03 -4.41
C 2.93 -1.07 -2.84
C 2.17 -0.61 -1.74
C 1.30 -1.48 -1.10
C 1.19 -2.79 -1.58
C 1.92 -3.22 -2.70
C 2.81 -2.36 -3.35
H 1.72 3.52 1.33
H 0.41 4.71 1.36
H 0.45 3.40 2.56
H -3.31 3.22 1.05
H -2.14 3.24 2.40
H -2.12 4.55 1.20
H 0.14 0.24 -2.81
H -2.12 -0.56 -3.52
H -4.15 0.20 -2.32
H -3.93 1.82 -0.36
H 2.56 2.41 -0.17
H 3.74 3.08 -2.01
H 5.23 2.35 -2.65
H 3.91 2.82 -3.76
H 4.61 -1.03 -4.83
H 4.35 0.70 -5.18
H 5.65 0.21 -4.08
H 0.75 -1.12 -0.24
H 0.51 -3.49 -1.08
H 1.79 -4.25 -3.06
H 3.39 -2.65 -4.22
```

Output
energy relative to the best compared isomer or geometry (same formula, charge and spin)	11.8	kcal per mole
lowest unoccupied orbital energy	-2.14	eV
charge	0
frontier orbital gap	3.0	eV

=====

Record 3
A structure of composition C28H26ClN5O5W, computed with ωB97M-V with the def2-TZVPD basis set.

```
66
Properties=species:S:1:pos:R:3
W 0.43 -0.57 0.37
C -0.41 1.49 -3.51
C -0.41 1.02 -2.10
N 0.24 -0.03 -1.70
N 0.84 -0.84 -2.63
C 1.13 -1.97 -2.06
O 0.85 -2.10 -0.76
C 1.75 -3.09 -2.75
C 2.01 -3.00 -4.12
C 2.61 -4.06 -4.77
C 2.95 -5.21 -4.05
C 2.69 -5.30 -2.69
C 2.09 -4.24 -2.03
C -1.25 1.64 -1.08
C -2.02 2.76 -1.28
C -2.89 3.17 -0.27
C -2.97 2.42 0.88
C -2.15 1.30 1.02
N -1.30 0.93 0.08
H 0.30 0.93 -4.11
H -0.15 2.56 -3.52
H -1.41 1.39 -3.93
H 1.74 -2.11 -4.66
H 2.81 -4.00 -5.83
H 3.41 -6.04 -4.57
H 2.96 -6.19 -2.15
H 1.90 -4.29 -0.97
H -1.96 3.30 -2.22
H -3.50 4.05 -0.41
H -3.65 2.69 1.68
H -2.19 0.70 1.92
C -1.62 -3.82 1.42
C -1.02 -2.51 1.79
O -1.12 -1.55 0.83
C -0.49 -2.18 2.99
C -0.09 -0.85 3.34
C 0.11 -0.48 4.77
N 0.12 0.02 2.39
N 0.50 1.31 2.73
C 1.04 1.89 1.72
O 1.17 1.21 0.55
C 1.60 3.24 1.75
C 2.20 3.77 0.61
C 2.73 5.05 0.65
C 2.67 5.79 1.82
C 2.07 5.26 2.96
C 1.53 3.98 2.93
H -1.45 -4.04 0.37
H -2.70 -3.79 1.59
H -1.21 -4.61 2.04
H -0.48 -2.93 3.77
H -0.36 -1.21 5.43
H -0.26 0.52 4.98
H 1.19 -0.47 4.95
H 2.26 3.18 -0.30
H 3.21 5.46 -0.23
H 3.09 6.79 1.85
H 2.02 5.84 3.87
H 1.07 3.56 3.81
Cl 3.67 0.06 -0.89
C 4.12 0.05 0.82
C 3.07 -0.52 1.76
O 3.15 -0.49 2.94
O 2.03 -1.17 1.13
H 4.34 1.06 1.14
H 5.02 -0.56 0.93
```

Output
energy relative to the best compared isomer or geometry (same formula, charge and spin)	3.7	kcal per mole
lowest unoccupied orbital energy	-8.31	eV
charge	+2
frontier orbital gap	5.8	eV

=====

Record 4
A structure of composition C28H26EuN7O3S, computed with ωB97M-V with the def2-TZVPD basis set.

```
66
Properties=species:S:1:pos:R:3
Eu -0.18 0.08 -0.04
C 2.26 -2.23 -0.78
N 1.55 -1.92 0.48
C 2.50 -1.50 1.52
C 3.00 -0.09 1.34
C 4.29 0.25 1.74
C 4.70 1.57 1.67
C 3.81 2.51 1.18
C 2.56 2.09 0.76
N 2.14 0.82 0.85
C 0.81 -3.11 0.93
C -0.44 -3.36 0.11
C -1.01 -4.62 0.10
C -2.16 -4.83 -0.66
C -2.67 -3.77 -1.38
C -2.05 -2.54 -1.29
N -0.96 -2.31 -0.55
C 2.56 -1.01 -1.62
C 3.78 -0.84 -2.25
C 4.00 0.28 -3.04
C 2.97 1.19 -3.18
C 1.78 0.96 -2.51
N 1.56 -0.11 -1.74
H 1.61 -2.88 -1.38
H 3.19 -2.77 -0.58
H 3.36 -2.18 1.57
H 1.98 -1.53 2.48
H 4.96 -0.52 2.10
H 5.69 1.85 1.99
H 4.08 3.55 1.11
H 1.84 2.79 0.35
H 0.50 -2.97 1.97
H 1.45 -4.01 0.89
H -0.58 -5.42 0.68
H -2.63 -5.81 -0.68
H -3.55 -3.89 -2.00
H -2.44 -1.69 -1.84
H 4.56 -1.58 -2.13
H 4.94 0.43 -3.54
H 3.08 2.07 -3.80
H 0.94 1.66 -2.60
N -1.46 0.78 4.07
C -2.26 -0.28 3.75
C -1.66 -0.89 2.69
N -0.51 -0.20 2.35
C -0.44 0.81 3.21
H -1.68 1.48 4.77
H -3.16 -0.51 4.28
H -1.95 -1.79 2.17
H 0.32 1.56 3.21
O -1.57 0.46 -2.12
C -2.33 1.01 -1.32
N -2.34 0.66 -0.01
S -2.20 2.12 0.72
O -0.75 2.36 0.52
O -2.63 2.17 2.08
C -3.21 3.00 -0.44
C -4.00 4.12 -0.33
C -4.84 4.42 -1.40
C -4.84 3.62 -2.54
C -4.00 2.52 -2.66
C -3.20 2.19 -1.58
H -3.97 4.72 0.57
H -5.50 5.26 -1.32
H -5.52 3.87 -3.34
H -4.02 1.91 -3.54
```

Output
energy relative to the best compared isomer or geometry (same formula, charge and spin)	17.1	kcal per mole
spin multiplicity	7
lowest unoccupied orbital energy (spin up / spin down)	-6.04 / -5.15	eV
charge	+2
frontier orbital gap (spin up / spin down)	8.5 / 9.4	eV

=====

Record 5
A structure of composition C28H26F5IrN2O4S, computed with ωB97M-V with the def2-TZVPD basis set.

```
67
Properties=species:S:1:pos:R:3
Ir 0.55 -0.29 0.53
C -1.95 -4.52 -2.17
C -0.71 -4.80 -1.34
N 0.46 -4.06 -1.82
C 1.28 -4.75 -2.83
C 2.44 -5.51 -2.19
C 0.79 -2.86 -1.39
S -0.35 -2.17 -0.24
N 1.93 -2.34 -1.87
C 2.51 -1.21 -1.55
O 2.11 -0.33 -0.69
C 3.77 -0.86 -2.22
C 4.41 0.35 -1.94
C 5.60 0.67 -2.57
C 6.16 -0.22 -3.48
C 5.53 -1.43 -3.77
C 4.34 -1.75 -3.14
H -2.77 -5.16 -1.83
H -1.78 -4.73 -3.22
H -2.27 -3.48 -2.07
H -0.45 -5.85 -1.39
H -0.88 -4.56 -0.28
H 1.63 -4.02 -3.55
H 0.61 -5.43 -3.35
H 3.10 -4.83 -1.66
H 3.02 -6.01 -2.97
H 2.08 -6.27 -1.50
H 3.97 1.03 -1.23
H 6.09 1.60 -2.36
H 7.09 0.03 -3.98
H 5.97 -2.12 -4.47
H 3.85 -2.69 -3.35
F 0.68 6.15 0.62
C 0.43 4.89 0.34
C 1.05 3.88 1.06
F 1.88 4.16 2.05
C 0.77 2.57 0.73
F 1.30 1.53 1.42
C -0.10 2.23 -0.29
O -0.35 0.93 -0.58
C -0.73 3.25 -1.00
F -1.58 2.95 -1.97
C -0.45 4.57 -0.69
F -1.04 5.54 -1.36
C -5.54 -3.02 -0.44
C -4.43 -2.44 0.39
C -3.59 -3.26 1.14
C -2.58 -2.73 1.94
C -1.70 -3.62 2.77
C -2.41 -1.35 1.96
C -3.23 -0.51 1.24
C -3.10 0.99 1.32
C -4.24 -1.07 0.46
C -1.36 -0.78 2.87
O -1.43 -0.69 4.04
O -0.20 -0.29 2.26
H -5.70 -4.07 -0.21
H -5.31 -2.94 -1.51
H -6.47 -2.48 -0.27
H -3.75 -4.33 1.14
H -1.92 -4.67 2.58
H -1.85 -3.43 3.84
H -0.64 -3.45 2.56
H -2.72 1.31 2.29
H -4.06 1.47 1.17
H -2.42 1.37 0.55
H -4.91 -0.42 -0.09
```

Output
energy relative to the best compared isomer or geometry (same formula, charge and spin)	0.4	kcal per mole
spin multiplicity	2
lowest unoccupied orbital energy (spin up / spin down)	-5.08 / -6.04	eV
charge	+1
frontier orbital gap (spin up / spin down)	6.5 / 5.6	eV

=====

Record 6
A cluster of 2 separate species, C28H26N4 in total, computed with ωB97M-V with the def2-TZVPD basis set.

```
58
Properties=species:S:1:pos:R:3
C 3.62 4.69 0.66
N 3.77 3.39 1.30
C 3.96 3.41 2.70
C 3.20 4.31 3.48
C 3.23 4.22 4.87
C 4.07 3.29 5.50
C 4.91 2.48 4.73
C 4.87 2.55 3.34
C 3.28 2.27 0.64
C 3.62 0.95 1.04
C 2.98 -0.13 0.47
C 1.87 0.01 -0.42
C 1.17 -1.17 -0.74
C 0.01 -1.33 -1.51
C -0.75 -2.53 -1.31
C -2.04 -2.67 -1.76
C -2.65 -1.65 -2.54
N -4.01 -1.65 -2.82
C -4.55 -0.61 -3.70
C -4.96 -2.33 -2.01
C -6.01 -1.60 -1.43
C -6.83 -2.20 -0.47
C -6.65 -3.55 -0.13
C -5.69 -4.31 -0.81
C -4.87 -3.72 -1.77
C -1.84 -0.56 -2.94
C -0.54 -0.41 -2.47
C 1.55 1.35 -0.82
C 2.30 2.42 -0.37
H 3.86 4.59 -0.41
H 2.61 5.11 0.76
H 4.33 5.39 1.11
H 2.56 5.03 2.98
H 2.57 4.87 5.46
H 4.09 3.23 6.59
H 5.59 1.77 5.22
H 5.55 1.94 2.74
H 4.38 0.79 1.80
H 3.28 -1.13 0.75
H 1.50 -2.07 -0.15
H -0.30 -3.33 -0.72
H -2.58 -3.57 -1.49
H -5.53 -0.93 -4.06
H -4.67 0.36 -3.19
H -3.88 -0.48 -4.56
H -6.16 -0.55 -1.70
H -7.59 -1.60 0.03
H -7.27 -4.01 0.64
H -5.57 -5.37 -0.58
H -4.15 -4.32 -2.33
H -2.26 0.21 -3.58
H 0.06 0.41 -2.84
H 0.68 1.54 -1.45
H 2.07 3.42 -0.73
N 2.51 -3.20 -0.08
C 2.20 -4.38 -0.54
N 1.86 -5.41 -1.00
H 3.24 -3.20 0.62
```

Output
energy relative to the best compared isomer or geometry (same formula, charge and spin)	104.4	kcal per mole
lowest unoccupied orbital energy	-1.53	eV
charge	0
frontier orbital gap	5.2	eV

=====

Record 7
The ion C28H26NO3S with charge +1, computed with ωB97M-V with the def2-TZVPD basis set.

```
59
Properties=species:S:1:pos:R:3
C -0.23 4.61 -4.82
C 0.65 4.89 -3.76
C 1.74 4.06 -3.50
C 1.88 2.92 -4.31
O 2.91 2.02 -3.98
C 2.64 1.15 -2.90
C 1.90 0.00 -3.14
C 1.36 -0.71 -2.07
C 1.49 -0.24 -0.74
C 0.67 -0.97 0.39
C 1.38 -0.93 1.73
C 1.50 -2.11 2.48
C 1.77 -2.02 3.84
C 2.02 -0.79 4.47
C 2.03 0.36 3.67
C 1.79 0.28 2.29
C 2.48 0.72 -0.54
C 3.03 1.47 -1.60
C 1.08 2.65 -5.44
C -0.01 3.50 -5.65
H -1.07 5.32 -5.04
H 0.53 5.78 -3.15
H 2.48 4.24 -2.71
H 1.71 -0.25 -4.20
H 0.87 -1.65 -2.33
H 0.60 -2.02 0.03
H 1.33 -3.09 2.02
H 1.67 -2.92 4.47
H 2.18 -0.73 5.57
H 2.14 1.35 4.12
H 1.87 1.22 1.73
H 2.94 0.95 0.42
H 3.73 2.31 -1.44
H 1.32 1.81 -6.10
H -0.67 3.31 -6.49
C -3.49 -0.60 -0.67
S -1.70 -0.92 -0.95
C -1.39 0.87 -1.37
C -0.76 -0.77 0.69
C -1.57 -1.56 1.80
C -1.64 -1.13 3.14
C -2.06 -1.97 4.19
C -2.53 -3.28 3.91
N -2.72 -4.21 4.97
O -3.09 -5.38 4.69
O -2.52 -3.82 6.14
C -2.67 -3.64 2.55
C -2.24 -2.77 1.53
H -3.99 -1.44 -0.18
H -3.68 0.35 -0.13
H -3.93 -0.51 -1.67
H -0.33 1.10 -1.25
H -1.65 0.98 -2.42
H -2.03 1.53 -0.75
H -1.03 0.31 0.91
H -1.29 -0.13 3.46
H -1.98 -1.70 5.25
H -3.06 -4.65 2.34
H -2.40 -3.12 0.51
```

Output
lowest unoccupied orbital energy	-3.71	eV
charge	+1
frontier orbital gap	7.7	eV